[1]
Here is 11 unconnected molecules or ions with the total composition C102H225BrN2O6P5 in a non-equilibrium geometry from OMol25. Energies are from ωB97M-V with the def2-TZVPD basis set.

```
341
C102H225BrN2O6P5, DFT ωB97M-V with the def2-TZVPD basis set
C 4.167 4.136 -1.473
C 4.873 2.810 -1.635
C 4.260 1.966 -2.783
C 4.686 0.434 -2.763
P 4.816 -0.226 -4.465
C 6.373 0.482 -5.053
C 6.566 2.046 -5.192
C 7.762 2.352 -6.056
C 9.055 2.057 -5.323
C 4.963 -1.998 -4.387
C 4.974 -2.808 -5.668
C 5.555 -4.249 -5.439
C 4.672 -5.102 -4.548
C 3.485 0.174 -5.564
C 3.925 0.303 -7.053
C 2.889 1.097 -7.850
C 2.481 2.350 -7.236
H 4.618 4.725 -0.689
H 3.111 4.007 -1.234
H 4.339 4.746 -2.342
H 4.639 2.257 -0.698
H 5.934 2.965 -1.737
H 4.612 2.492 -3.669
H 3.127 2.060 -2.854
H 4.012 -0.147 -2.202
H 5.702 0.366 -2.387
H 6.489 0.130 -6.062
H 7.184 0.044 -4.476
H 6.656 2.535 -4.183
H 5.627 2.499 -5.571
H 7.822 3.431 -6.336
H 7.668 1.844 -7.017
H 9.011 1.136 -4.744
H 9.282 2.862 -4.631
H 9.862 1.932 -6.025
H 4.145 -2.261 -3.689
H 5.917 -2.086 -3.912
H 5.606 -2.311 -6.446
H 3.947 -2.900 -6.019
H 6.564 -4.138 -4.956
H 5.674 -4.776 -6.363
H 4.421 -4.585 -3.667
H 5.140 -6.050 -4.332
H 3.748 -5.356 -5.075
H 2.991 1.058 -5.133
H 2.744 -0.626 -5.450
H 4.136 -0.671 -7.424
H 4.887 0.831 -7.105
H 2.058 0.460 -8.100
H 3.377 1.246 -8.831
H 2.206 3.138 -7.941
H 3.283 2.788 -6.695
H 1.583 2.341 -6.627
C -2.061 -0.012 -7.027
C -1.122 0.983 -6.425
C -1.405 2.486 -6.553
C -2.873 2.697 -6.163
P -3.382 4.395 -6.053
C -5.167 4.414 -6.031
C -5.919 5.675 -5.571
C -7.436 5.485 -5.444
C -8.111 6.729 -4.894
C -2.788 5.035 -4.521
C -3.411 4.598 -3.208
C -3.037 5.513 -2.071
C -1.628 5.077 -1.585
C -2.653 5.298 -7.432
C -1.340 6.050 -7.062
C -0.561 6.501 -8.330
C -0.213 5.364 -9.231
H -2.969 -0.167 -6.500
H -1.544 -0.967 -7.054
H -2.239 0.235 -8.108
H -0.059 0.811 -6.550
H -1.167 0.820 -5.321
H -1.258 2.788 -7.608
H -0.764 3.017 -5.862
H -3.026 2.263 -5.167
H -3.514 2.205 -6.879
H -5.438 3.633 -5.307
H -5.460 4.152 -7.063
H -5.659 6.501 -6.216
H -5.554 6.000 -4.617
H -7.698 4.577 -4.837
H -7.838 5.309 -6.441
H -9.081 6.345 -4.636
H -8.152 7.568 -5.585
H -7.554 6.973 -3.981
H -2.865 6.096 -4.612
H -1.684 4.901 -4.443
H -3.323 3.562 -2.913
H -4.477 4.670 -3.398
H -3.736 5.370 -1.239
H -3.027 6.502 -2.383
H -0.913 5.019 -2.366
H -1.657 4.096 -1.099
H -1.245 5.864 -0.900
H -3.346 5.996 -7.902
H -2.382 4.532 -8.187
H -0.751 5.359 -6.523
H -1.506 6.933 -6.425
H 0.352 6.957 -7.968
H -1.091 7.292 -8.858
H 0.310 4.629 -8.628
H 0.538 5.690 -9.976
H -1.017 4.931 -9.760
C 6.183 0.970 9.136
C 5.793 2.066 8.116
C 4.313 2.084 7.896
C 3.928 2.841 6.533
P 2.142 2.869 6.244
C 1.371 4.022 7.319
C 0.102 3.660 8.121
C -0.428 4.875 8.946
C -1.689 4.468 9.644
C 2.026 3.272 4.419
C 0.588 3.506 3.858
C 0.561 3.485 2.363
C 1.040 4.778 1.714
C 1.507 1.155 6.410
C 2.188 0.232 5.450
C 2.291 -1.197 6.055
C 0.970 -1.718 6.567
H 5.550 0.121 8.865
H 5.942 1.326 10.129
H 7.242 0.654 9.038
H 6.280 1.958 7.132
H 6.152 3.024 8.535
H 3.843 2.579 8.784
H 3.939 1.043 7.815
H 4.389 2.370 5.619
H 4.287 3.886 6.539
H 1.209 4.921 6.736
H 2.159 4.284 7.995
H 0.282 2.833 8.819
H -0.528 3.316 7.323
H -0.541 5.756 8.320
H 0.335 5.157 9.699
H -2.583 4.495 9.083
H -1.770 5.067 10.506
H -1.607 3.396 10.005
H 2.427 2.339 3.993
H 2.706 4.088 4.129
H 0.218 4.537 4.195
H -0.090 2.767 4.205
H -0.401 3.169 1.975
H 1.288 2.642 2.069
H 1.891 5.273 2.236
H 0.291 5.526 1.731
H 1.292 4.504 0.732
H 0.421 1.205 6.236
H 1.706 0.944 7.421
H 3.219 0.497 5.182
H 1.643 0.210 4.521
H 3.100 -1.034 6.851
H 2.582 -1.904 5.300
H 0.461 -2.266 5.734
H 0.226 -0.962 6.927
H 1.121 -2.413 7.347
C -6.007 1.968 1.160
C -5.160 2.328 2.408
C -4.666 1.071 3.085
C -5.771 0.346 3.975
P -5.276 -1.236 4.690
C -4.195 -0.863 6.101
C -4.703 -0.175 7.394
C -5.168 1.311 7.368
C -4.021 2.223 7.071
C -6.810 -2.037 5.201
C -6.542 -3.454 5.743
C -7.884 -4.162 6.127
C -7.791 -5.678 6.334
C -4.339 -2.205 3.542
C -4.924 -2.895 2.293
C -5.651 -1.887 1.289
C -6.609 -2.603 0.325
H -7.067 1.816 1.238
H -5.655 1.091 0.664
H -6.005 2.837 0.518
H -5.587 3.099 3.112
H -4.262 2.771 2.056
H -3.796 1.294 3.686
H -4.377 0.371 2.312
H -6.729 0.266 3.447
H -6.096 0.966 4.822
H -3.301 -0.388 5.684
H -3.952 -1.891 6.399
H -3.779 -0.137 8.016
H -5.395 -0.850 7.924
H -5.614 1.459 8.315
H -5.982 1.440 6.638
H -3.200 2.102 7.766
H -4.306 3.243 7.223
H -3.580 2.277 6.049
H -7.378 -2.100 4.290
H -7.353 -1.306 5.865
H -5.891 -3.474 6.608
H -6.069 -4.033 4.915
H -8.623 -3.923 5.363
H -8.247 -3.741 7.079
H -7.294 -6.213 5.535
H -8.776 -5.997 6.593
H -7.278 -5.891 7.333
H -3.947 -2.957 4.211
H -3.499 -1.564 3.312
H -5.671 -3.610 2.537
H -4.060 -3.379 1.865
H -4.934 -1.290 0.699
H -6.244 -1.285 1.915
H -7.136 -3.330 0.953
H -6.017 -3.205 -0.391
H -7.230 -1.895 -0.216
C 0.117 -3.699 3.263
C 0.470 -4.213 1.800
C -0.780 -4.876 1.104
C -0.423 -5.355 -0.305
P -1.791 -5.690 -1.486
C -2.730 -4.292 -2.025
C -4.090 -4.734 -2.616
C -4.902 -3.569 -3.181
C -4.109 -2.805 -4.282
C -0.949 -6.492 -2.860
C -1.746 -6.826 -4.100
C -0.971 -7.855 -4.879
C -1.663 -8.286 -6.179
C -2.892 -6.872 -0.668
C -3.756 -6.325 0.474
C -4.381 -7.267 1.431
C -5.168 -6.672 2.495
H 1.047 -3.448 3.808
H -0.369 -4.521 3.780
H -0.560 -2.850 3.262
H 1.328 -4.876 1.808
H 0.793 -3.324 1.211
H -1.601 -4.101 0.988
H -1.152 -5.753 1.684
H 0.245 -6.200 -0.242
H 0.122 -4.528 -0.760
H -2.065 -3.935 -2.804
H -2.732 -3.605 -1.179
H -4.584 -5.356 -1.882
H -3.780 -5.369 -3.469
H -5.255 -2.883 -2.360
H -5.857 -3.928 -3.579
H -3.351 -2.161 -3.905
H -4.843 -2.237 -4.879
H -3.673 -3.547 -4.925
H -0.479 -7.384 -2.498
H -0.124 -5.795 -3.102
H -2.052 -5.851 -4.644
H -2.708 -7.251 -3.754
H -0.789 -8.728 -4.279
H -0.005 -7.411 -5.157
H -2.543 -8.936 -5.950
H -0.881 -8.834 -6.771
H -1.868 -7.422 -6.870
H -2.186 -7.662 -0.339
H -3.569 -7.296 -1.428
H -4.417 -5.664 -0.037
H -3.151 -5.684 1.115
H -3.569 -7.850 1.854
H -4.962 -8.050 0.870
H -5.988 -6.109 2.078
H -4.642 -5.990 3.134
H -5.595 -7.488 3.048
C 2.669 0.641 0.302
C 1.330 0.006 0.604
C 0.647 -0.408 -0.661
N -0.871 -0.230 -0.616
C -1.327 -1.402 0.105
C -1.506 -0.235 -1.997
C -2.910 0.304 -1.690
C -2.665 1.318 -0.533
C -1.238 1.094 -0.041
H 2.564 1.485 -0.405
H 3.418 -0.100 -0.089
H 3.175 1.066 1.186
H 0.678 0.699 1.126
H 1.366 -0.855 1.304
H 0.733 -1.487 -0.880
H 1.003 0.143 -1.543
H -2.448 -1.349 0.155
H -1.015 -1.509 1.113
H -1.118 -2.300 -0.494
H -1.408 -1.313 -2.354
H -0.939 0.463 -2.608
H -3.629 -0.491 -1.516
H -3.271 0.806 -2.647
H -3.388 1.309 0.291
H -2.698 2.293 -1.025
H -1.210 1.039 1.041
H -0.406 1.708 -0.329
C 9.444 -0.431 5.665
C 8.825 -1.483 4.819
C 7.316 -1.312 4.791
N 6.697 -2.375 3.939
C 7.004 -3.746 4.404
C 7.241 -2.332 2.447
C 5.998 -2.443 1.592
C 4.855 -2.877 2.507
C 5.170 -2.238 3.827
H 8.913 0.453 5.627
H 10.484 -0.189 5.515
H 9.460 -0.642 6.745
H 9.165 -2.422 5.189
H 9.231 -1.376 3.789
H 7.005 -0.410 4.250
H 6.877 -1.382 5.791
H 6.748 -3.839 5.409
H 8.043 -4.113 4.252
H 6.373 -4.431 3.834
H 7.989 -3.112 2.339
H 7.684 -1.382 2.370
H 6.093 -3.189 0.795
H 5.820 -1.429 1.166
H 4.718 -3.976 2.593
H 3.876 -2.582 2.128
H 4.812 -2.779 4.677
H 4.915 -1.152 3.828
C 0.974 3.996 -3.840
C 0.194 2.783 -3.368
O -1.065 2.817 -3.492
O 0.815 1.845 -2.824
H 2.003 3.739 -4.136
H 0.860 4.660 -2.993
H 0.367 4.437 -4.642
C 0.274 -2.346 -4.920
C 0.797 -2.401 -3.503
O 1.919 -1.930 -3.269
O 0.052 -2.999 -2.668
H -0.685 -2.827 -5.171
H 1.145 -2.552 -5.576
H 0.099 -1.285 -5.269
C 5.232 2.686 2.468
C 5.496 1.310 3.042
O 6.240 0.573 2.361
O 4.876 0.993 4.097
H 4.352 2.628 1.824
H 6.134 2.826 1.851
H 5.034 3.431 3.275
Br -1.261 0.107 3.922
```

Summary:
E_HOMO = -12.8 eV
charge = +3
E_tot = -8862.4205 Eh

Here are the Löwdin charges for atoms 1 to 99, given in e: -0.102, -0.257, -0.225, -0.199, 1.001, -0.251, -0.236, -0.272, -0.098, -0.293, -0.221, -0.240, -0.106, -0.238, -0.201, -0.258, -0.118, 0.070, 0.065, 0.071, 0.087, 0.105, 0.066, 0.097, 0.050, 0.099, 0.075, 0.092, 0.116, 0.097, 0.127, 0.109, 0.063, 0.082, 0.075, 0.084, 0.091, 0.117, 0.106, 0.122, 0.097, 0.047, 0.073, 0.079, 0.088, 0.087, 0.092, 0.094, 0.105, 0.127, 0.079, 0.068, 0.058, -0.099, -0.275, -0.223, -0.266, 0.991, -0.268, -0.252, -0.270, -0.099, -0.278, -0.253, -0.206, -0.076, -0.234, -0.221, -0.246, -0.111, 0.057, 0.063, 0.103, 0.086, 0.105, 0.113, 0.072, 0.104, 0.099, 0.106, 0.117, 0.115, 0.084, 0.127, 0.109, 0.070, 0.085, 0.078, 0.096, 0.089, 0.092, 0.084, 0.116, 0.086, 0.019, 0.061, 0.087, 0.108, 0.085

[2]
Here is a molecular structure, C24H41Cl3N4O2Pt in a non-equilibrium geometry from OMol25. Energies are from ωB97M-V with the def2-TZVPD basis set.

```
75
C24H41Cl3N4O2Pt, DFT ωB97M-V with the def2-TZVPD basis set
Pt 0.275 0.905 -0.800
Cl -0.496 -0.893 -2.002
C 1.801 4.293 -2.172
C 0.715 2.698 -1.199
N 1.897 2.993 -1.737
H 0.112 5.697 -2.014
N -0.133 3.719 -1.267
H 2.626 4.760 -2.636
C 3.044 1.979 -1.695
C 4.187 2.456 -2.538
C 3.528 1.672 -0.299
H 4.557 3.428 -2.208
H 5.008 1.733 -2.443
H 3.927 2.503 -3.604
H 3.312 -0.174 -1.777
H 2.669 0.539 -3.293
H 2.816 1.107 0.318
C 2.652 0.605 -2.201
H 3.819 2.563 0.263
H 4.401 1.004 -0.391
H 1.641 0.275 -1.873
C 0.558 4.743 -1.877
C -1.838 3.371 0.655
H -1.720 4.267 1.285
H -2.844 2.979 0.901
C -1.647 3.561 -0.840
H -3.215 2.117 -1.222
C -2.416 4.734 -1.362
H -2.420 4.778 -2.449
H -1.173 2.616 1.073
H -1.683 1.336 -0.932
H -2.062 5.686 -0.981
H -3.447 4.626 -1.039
C -2.144 2.233 -1.430
H -1.962 2.119 -2.496
C -0.798 -5.284 1.359
N 0.032 -4.146 1.376
H -2.987 -5.379 1.610
N -1.980 -3.428 1.776
H -0.433 -6.283 1.163
C 1.482 -3.887 0.869
C 2.369 -4.885 1.582
C 1.445 -3.969 -0.650
H 2.135 -5.913 1.280
H 3.404 -4.673 1.328
H 2.256 -4.830 2.668
H 2.760 -2.167 0.601
H 1.699 -1.907 1.962
H 0.879 -3.111 -1.020
C 1.770 -2.395 1.004
H 0.997 -4.871 -1.058
H 2.472 -3.868 -0.978
H 1.087 -1.822 0.359
C -2.072 -4.827 1.599
C -3.523 -2.031 0.427
H -4.003 -2.899 -0.013
H -4.228 -1.199 0.479
C -2.989 -2.271 1.827
H -2.916 -0.069 1.901
C -4.016 -2.614 2.896
H -3.517 -2.835 3.851
H -2.686 -1.720 -0.202
H -1.554 -0.829 1.189
H -4.611 -3.500 2.608
H -4.704 -1.771 3.054
C -2.265 -0.953 2.006
H -1.700 -0.753 2.908
C -0.677 -3.119 1.865
Cl 2.039 3.542 3.101
C 0.905 2.243 3.393
Cl -0.688 2.727 3.974
C 0.670 1.451 2.095
O 0.141 0.324 2.173
O 0.918 1.977 0.938
H 1.343 1.489 4.061
```

Summary:
multiplicity = 5
E_HOMO (spin up / spin down) = 2.7 / -1.5 eV
energy above the lowest of the compared OMol25 structures with the same formula, charge and spin = 110.28 kcal per mole
charge = -2
E_tot = -2808.1887 Eh

Charges per atom according to Löwdin partitioning, unit e: 0.436, -0.125, -0.113, -0.409, 0.039, 0.065, 0.043, 0.060, -0.532, -0.156, -0.079, 0.056, 0.076, 0.062, 0.087, 0.082, 0.063, -0.119, 0.082, 0.080, -0.095, -0.122, -0.070, 0.079, 0.091, -0.485, 0.081, -0.130, 0.067, 0.033, -0.025, 0.061, 0.076, -0.122, 0.080, -0.086, -0.051, 0.085, -0.039, 0.089, -0.505, -0.049, -0.059, 0.071, 0.074, 0.080, 0.091, 0.071, 0.027, -0.075, 0.076, 0.079, 0.036, -0.079, -0.058, 0.074, 0.083, -0.523, 0.099, -0.049, 0.081, 0.046, 0.045, 0.071, 0.079, -0.094, 0.071, -0.051, 0.547, -1.044, 0.591, -0.752, -0.069, -0.275, 0.071

[3]
Here is 2 unconnected molecules or ions with the total composition C2H3Cl3NO2P in a non-equilibrium geometry from OMol25. Energies are from ωB97M-V with the def2-TZVPD basis set.

```
12
C2H3Cl3NO2P, DFT ωB97M-V with the def2-TZVPD basis set
O -0.120 -1.050 1.655
P 0.622 0.198 1.728
Cl -0.393 1.846 1.263
Cl 1.171 0.545 3.633
Cl 2.386 0.308 0.793
C -1.207 0.303 -1.445
N 0.027 -0.201 -0.933
C 0.663 -1.210 -1.015
O 1.431 -2.072 -0.975
H -1.013 1.237 -1.971
H -1.682 -0.404 -2.123
H -1.884 0.499 -0.611
```

Summary:
E_HOMO = -10.3 eV
energy above the lowest of the compared OMol25 structures with the same formula, charge and spin = 0.00 kcal per mole
E_tot = -2005.2722 Eh

Charges per atom according to Löwdin partitioning, unit e: -0.401, -0.482, 0.387, 0.313, 0.411, -0.119, -0.044, -0.443, 0.154, 0.082, 0.088, 0.053

[4]
Here is 3 unconnected molecules or ions with the total composition C3H11NOS in a non-equilibrium geometry from OMol25. Energies are from ωB97M-V with the def2-TZVPD basis set.

```
17
C3H11NOS, DFT ωB97M-V with the def2-TZVPD basis set
C -0.418 -1.056 -0.005
C 0.685 -0.019 -0.318
C 1.819 -0.013 0.703
S 3.389 0.670 0.037
N -1.676 -0.961 -0.798
H -0.724 -0.977 1.049
H 0.113 -2.024 -0.060
H 0.969 -0.312 -1.352
H 0.219 0.954 -0.406
H 2.095 -1.009 1.037
H 1.447 0.489 1.583
H 2.172 1.605 -1.210
H -2.219 -1.836 -0.723
H -1.375 -0.806 -1.771
H -2.436 2.476 0.930
H -2.111 1.161 0.245
O -1.948 1.659 1.059
```

Summary:
multiplicity = 2
E_HOMO (spin up / spin down) = -0.6 / -2.9 eV
energy above the lowest of the compared OMol25 structures with the same formula, charge and spin = 23.28 kcal per mole
charge = -1
E_tot = -649.0045 Eh

Charges per atom according to Löwdin partitioning, unit e: -0.331, -0.394, -0.743, 0.158, -0.033, 0.096, 0.097, 0.075, 0.049, 0.021, 0.042, -0.113, 0.062, 0.064, 0.023, 0.003, -0.075

[5]
Here is 2 unconnected molecules or ions with the total composition C6H11NO5 in a non-equilibrium geometry from OMol25. Energies are from ωB97M-V with the def2-TZVPD basis set.

```
23
C6H11NO5, DFT ωB97M-V with the def2-TZVPD basis set
C 0.632 2.661 0.068
C -0.141 1.824 1.080
C 0.184 0.232 0.857
C -0.900 -0.429 1.720
O 1.357 -0.459 1.844
C 1.977 -1.507 1.218
O 1.351 -2.454 0.758
C 3.479 -1.362 0.999
O 0.578 0.075 -0.277
O -3.660 0.965 -2.066
N -3.066 -0.084 -2.185
O -3.418 -1.142 -2.782
H 0.422 3.740 0.140
H 1.710 2.485 0.183
H 0.328 2.304 -0.924
H 0.012 2.043 2.142
H -1.201 1.920 0.806
H -0.729 -1.497 1.621
H -0.682 -0.126 2.747
H -1.953 -0.192 1.524
H 3.919 -0.427 1.361
H 4.014 -2.204 1.437
H 3.614 -1.407 -0.090
```

Summary:
E_HOMO (spin up / spin down) = -9.9 / -9.9 eV
energy above the lowest of the compared OMol25 structures with the same formula, charge and spin = 82.92 kcal per mole
E_tot = -665.9353 Eh

Charges per atom according to Löwdin partitioning, unit e: -0.094, -0.103, -0.515, 0.005, -0.062, -0.531, 0.076, 0.008, 0.186, 0.074, -0.123, 0.052, 0.085, 0.087, 0.079, 0.126, 0.118, 0.089, 0.101, 0.093, 0.078, 0.080, 0.091

- Among the records above, which one has the lowest E_tot?
  C102H225BrN2O6P5

- Which formula does entry 1 have?
  C102H225BrN2O6P5

- E_tot of number 3 (C2H3Cl3NO2P)?
  -2005.2722 Eh

- Which formula does entry 2 have?
  C24H41Cl3N4O2Pt